A | 9 unconnected molecules or ions with the total composition C27H63N9O9, computed with wB97M-V/def2-TZVPD.

Computed properties:
LUMO	0.015	Ha
net charge	0
frontier orbital gap	9.1967	eV

Cartesian coordinates (Å):
C  -10.42192  -5.79638  18.26540
C  -9.15897  -5.42426  17.47781
O  -8.90284  -5.76323  16.31471
N  -8.39990  -4.43328  18.07855
C  -7.10429  -4.02886  17.65548
H  -10.95388  -4.86739  18.14164
H  -10.24591  -5.96670  19.36527
H  -10.94844  -6.59037  17.73027
H  -8.51479  -4.36575  19.05966
H  -6.30912  -4.84409  17.81952
H  -6.77068  -3.15815  18.28065
H  -7.05403  -3.78404  16.67520
C  -13.13352  -12.82404  16.81049
C  -12.80696  -13.81527  17.93475
O  -12.31012  -14.95513  17.78191
N  -13.13049  -13.31114  19.13456
C  -12.84039  -13.95562  20.39202
H  -14.17577  -13.01252  16.53020
H  -12.47741  -12.93805  15.90156
H  -13.15352  -11.81018  17.12237
H  -13.20301  -12.32489  19.17043
H  -13.14585  -15.02618  20.27210
H  -13.41115  -13.50247  21.23558
H  -11.76346  -13.95738  20.53673
C  -14.47061  -16.65270  14.52882
C  -13.03978  -16.65787  14.05338
O  -12.76598  -17.08959  12.95309
N  -12.03942  -16.14345  14.86507
C  -10.65449  -16.12351  14.45147
H  -14.78569  -15.67861  14.82353
H  -14.72362  -17.17885  15.45016
H  -15.14546  -17.01306  13.75585
H  -12.31166  -15.65182  15.69959
H  -10.41065  -15.19710  13.89248
H  -10.44703  -16.99664  13.88407
H  -10.02149  -16.16296  15.32506
C  -9.58371  -16.98686  18.04489
C  -8.90061  -15.67665  18.33011
O  -8.70255  -14.81986  17.45168
N  -8.65323  -15.48896  19.72540
C  -8.27181  -14.20062  20.34399
H  -9.69251  -17.65128  18.84902
H  -9.07526  -17.50513  17.23407
H  -10.55082  -16.66909  17.64667
H  -9.00754  -16.26960  20.29090
H  -9.06986  -13.55854  20.69173
H  -7.72625  -13.58304  19.69916
H  -7.62279  -14.35888  21.21978
C  -12.80591  -8.55636  14.08228
C  -13.36389  -9.70151  13.13221
O  -14.32563  -9.56260  12.42752
N  -12.49906  -10.77295  13.13946
C  -12.74914  -11.94373  12.32356
H  -13.02181  -8.81751  15.10398
H  -13.34050  -7.63949  13.87681
H  -11.71707  -8.47935  13.98196
H  -11.80228  -10.82910  13.86767
H  -13.39320  -11.64487  11.51821
H  -13.22349  -12.87017  12.84221
H  -11.81448  -12.26947  11.87546
C  -11.13790  -9.19865  21.28541
C  -12.16033  -9.44476  20.18676
O  -12.69501  -10.53224  20.11498
N  -12.49236  -8.42006  19.38055
C  -13.17755  -8.70159  18.17041
H  -10.71152  -8.23976  21.04056
H  -10.33574  -9.97657  21.33385
H  -11.61065  -9.06734  22.26421
H  -11.98108  -7.55812  19.46646
H  -14.20550  -9.01092  18.31983
H  -12.66990  -9.53204  17.71715
H  -13.14753  -7.80273  17.52290
C  -6.27599  -9.95926  17.68957
C  -7.20932  -8.71063  17.57319
O  -7.61414  -8.05713  18.50984
N  -7.54196  -8.33325  16.31880
C  -7.05674  -8.86380  15.01918
H  -6.57996  -10.51299  18.55583
H  -5.28151  -9.57933  17.99936
H  -6.29557  -10.52836  16.79697
H  -8.22858  -7.59662  16.22341
H  -7.68494  -8.63930  14.13766
H  -6.95525  -9.89840  15.00175
H  -6.16535  -8.36022  14.67704
C  -11.37937  -14.97674  10.87046
C  -10.01443  -15.44916  11.13342
O  -9.12182  -14.65490  11.47044
N  -9.79093  -16.77701  11.04229
C  -8.56642  -17.42594  11.38427
H  -11.33040  -13.88898  10.69686
H  -11.88160  -15.16463  11.84119
H  -11.96145  -15.46459  10.09686
H  -10.61612  -17.32823  11.19077
H  -7.79160  -16.68017  11.76296
H  -8.05383  -17.88655  10.52793
H  -8.66929  -18.28608  12.15106
C  -9.02894  -12.19186  14.09414
C  -9.76282  -11.70495  15.26428
O  -10.57456  -10.77062  15.18644
N  -9.46931  -12.20202  16.48066
C  -9.89246  -11.63001  17.75513
H  -9.50337  -13.02598  13.56152
H  -8.09673  -12.63807  14.48313
H  -8.94393  -11.33885  13.38374
H  -8.83164  -12.96920  16.56362
H  -9.02569  -11.40639  18.35737
H  -10.68782  -12.20113  18.26542
H  -10.38019  -10.71019  17.54738

---

B | 9 unconnected molecules or ions with the total composition C27H63N9O9, computed with wB97M-V/def2-TZVPD.

Computed properties:
LUMO	-0.008	Ha
net charge	0
frontier orbital gap	8.3983	eV

Cartesian coordinates (Å):
C  -2.58371  -2.46795  -3.28027
C  -2.33329  -3.41580  -4.44758
O  -2.82184  -4.53451  -4.36377
N  -1.53548  -3.02762  -5.47358
C  -1.30507  -3.80435  -6.63694
H  -3.43583  -1.82081  -3.48816
H  -1.64735  -1.93528  -3.11415
H  -2.74084  -3.07559  -2.38909
H  -1.31394  -2.04318  -5.42977
H  -1.92113  -3.53964  -7.49630
H  -1.45372  -4.86314  -6.42489
H  -0.30689  -3.72793  -7.06810
C  -1.80480  -2.47878  4.82525
C  -1.19898  -3.75020  5.38472
O  -1.93266  -4.48623  6.01546
N  0.08639  -4.08834  5.07269
C  0.78900  -5.26420  5.60737
H  -2.68168  -2.79568  4.26069
H  -1.06317  -2.06721  4.14063
H  -2.11304  -1.84645  5.65787
H  0.63059  -3.32578  4.69524
H  1.12617  -5.11330  6.63287
H  1.59152  -5.55962  4.93151
H  0.09575  -6.10520  5.59251
C  2.23943  -1.45253  -4.24243
C  3.48965  -1.94017  -3.52921
O  4.54180  -1.97570  -4.15012
N  3.38534  -2.30908  -2.24935
C  4.57836  -2.80375  -1.56331
H  2.36307  -0.37973  -4.39051
H  1.24045  -1.59438  -3.83011
H  2.25691  -1.99144  -5.18973
H  2.53589  -2.11444  -1.73881
H  5.45322  -2.21915  -1.84789
H  4.71386  -3.84176  -1.86709
H  4.37289  -2.69800  -0.49809
C  0.17313  2.62350  3.78691
C  -1.16412  1.82146  3.92186
O  -1.38591  1.18389  4.90696
N  -1.90038  1.91135  2.81234
C  -3.15278  1.21781  2.62533
H  0.68195  2.18186  2.93008
H  0.73486  2.55446  4.71847
H  0.01081  3.67694  3.55888
H  -1.59286  2.49513  2.04766
H  -2.99742  0.13895  2.61912
H  -3.63542  1.58282  1.71872
H  -3.76962  1.47452  3.48656
C  -3.15353  0.37819  -0.99708
C  -4.16765  1.01842  -1.96614
O  -4.01992  0.75058  -3.14309
N  -5.11075  1.85970  -1.51604
C  -5.27519  2.25730  -0.17290
H  -2.42755  -0.22977  -1.53693
H  -3.60995  -0.25748  -0.23833
H  -2.61454  1.19868  -0.52340
H  -5.74981  2.27475  -2.17893
H  -4.44605  2.86709  0.18596
H  -5.31730  1.37540  0.46630
H  -6.21303  2.79171  -0.02134
C  2.60353  -2.62275  1.99075
C  2.52598  -1.72016  3.20355
O  1.60702  -1.83956  3.99378
N  3.50869  -0.82108  3.42807
C  3.70167  0.07580  4.55976
H  1.65658  -3.14927  1.87173
H  3.49442  -3.25033  1.96689
H  2.75603  -1.91469  1.17620
H  4.33081  -0.94431  2.85447
H  2.99969  0.90184  4.44592
H  4.63325  0.62949  4.44277
H  3.54566  -0.38961  5.53299
C  -1.40660  5.78044  1.14118
C  -1.50351  4.70501  0.02593
O  -1.79819  3.55234  0.33296
N  -1.23885  5.12944  -1.21969
C  -1.32791  4.26536  -2.37749
H  -0.45759  6.31613  1.11867
H  -1.43045  5.38779  2.15773
H  -2.29559  6.40294  1.03970
H  -0.80028  6.03673  -1.28751
H  -1.97020  4.72406  -3.12926
H  -1.66464  3.24299  -2.20585
H  -0.34520  4.36319  -2.83881
C  1.94814  3.89129  -1.02633
C  2.48499  2.88511  -2.06240
O  1.81572  1.98699  -2.48821
N  3.70625  3.21993  -2.37509
C  4.61598  2.43760  -3.22499
H  1.06565  3.41900  -0.59475
H  1.77073  4.86578  -1.48130
H  2.59000  3.92925  -0.14618
H  3.93856  4.19389  -2.24271
H  4.57471  2.85269  -4.23202
H  4.27172  1.40422  -3.26614
H  5.66620  2.42062  -2.93370
C  -0.75955  -2.20693  0.26847
C  0.17192  -1.74604  -0.80673
O  0.48976  -2.51265  -1.71629
N  0.58470  -0.50840  -0.79096
C  0.20189  0.55434  0.12867
H  -0.38150  -1.98906  1.26733
H  -0.87991  -3.28765  0.19317
H  -1.75387  -1.78654  0.11781
H  1.25458  -0.23951  -1.49741
H  1.03142  0.88252  0.75498
H  -0.62767  0.37473  0.81253
H  -0.09856  1.40670  -0.48069

---

C | 9 unconnected molecules or ions with the total composition C27H63N9O9, computed with wB97M-V/def2-TZVPD.

Computed properties:
LUMO	0.003	Ha
net charge	0
frontier orbital gap	9.2889	eV

Cartesian coordinates (Å):
C  -2.51544  -2.26475  -4.84444
O  -3.68257  -2.18693  -5.13889
N  -1.69744  -1.26060  -4.44959
C  -0.26621  -1.40806  -4.67120
C  -2.16303  0.12354  -4.46754
H  -1.97961  -3.22866  -4.78987
H  0.33022  -0.73472  -4.06864
H  -0.02814  -1.41198  -5.74086
H  0.01082  -2.45186  -4.47954
H  -1.60757  0.63191  -3.68286
H  -2.01700  0.56236  -5.46047
H  -3.24062  0.21338  -4.34163
C  3.68287  -2.45090  2.01872
O  4.51658  -1.86386  2.67787
N  3.95596  -3.11745  0.87857
C  2.87950  -3.74982  0.13643
C  5.29400  -3.29999  0.35954
H  2.62666  -2.56781  2.30218
H  2.20061  -4.18817  0.87108
H  3.25270  -4.61758  -0.41314
H  2.35979  -3.12303  -0.58707
H  5.49991  -4.37541  0.30084
H  5.32638  -3.08094  -0.71529
H  6.01009  -2.69127  0.89771
C  0.19243  3.25050  -5.52638
O  0.79304  2.36530  -6.10464
N  0.16229  3.40758  -4.19043
C  -0.42746  4.56074  -3.54027
C  0.89613  2.54072  -3.25039
H  -0.31783  4.06346  -6.06745
H  -0.97985  5.17646  -4.24965
H  0.26089  5.09142  -2.88506
H  -1.24020  4.19795  -2.89317
H  1.47240  3.25659  -2.65784
H  0.14185  2.07906  -2.61898
H  1.65427  1.92718  -3.72484
C  -0.66462  -0.85335  1.38365
O  0.26983  -1.45158  1.89643
N  -0.84871  -0.68462  0.06560
C  -1.88133  0.23259  -0.40694
C  0.07524  -1.17945  -0.93155
H  -1.41560  -0.35803  2.01280
H  -2.14599  0.85693  0.43986
H  -2.69433  -0.33692  -0.86620
H  -1.55628  0.86354  -1.23617
H  1.06185  -1.41651  -0.53874
H  -0.24608  -1.88886  -1.69177
H  0.34207  -0.24588  -1.45513
C  6.30103  0.21093  -1.22153
O  6.92696  0.95993  -0.50745
N  4.96007  0.11808  -1.29821
C  4.05565  0.94441  -0.56906
C  4.31919  -0.86669  -2.16944
H  6.78112  -0.54358  -1.86583
H  4.51828  1.84046  -0.15046
H  3.64626  0.46837  0.33310
H  3.18579  1.28776  -1.13573
H  3.74450  -1.54901  -1.54493
H  3.74107  -0.35322  -2.93624
H  5.08194  -1.45200  -2.68276
C  0.15876  -7.07296  2.37999
O  -0.57216  -7.40670  1.47493
N  0.27760  -5.77809  2.80305
C  1.30343  -5.38151  3.74213
C  -0.61081  -4.73152  2.37557
H  0.82216  -7.71701  2.97683
H  2.09444  -6.12420  3.85149
H  0.84953  -5.16757  4.71532
H  1.84753  -4.46600  3.49361
H  -1.32706  -4.37802  3.12497
H  -0.08713  -3.87274  1.95617
H  -1.26752  -5.13711  1.60180
C  -3.17756  -2.22043  3.79021
O  -2.68240  -1.10769  3.79248
N  -4.03125  -2.66209  2.82754
C  -4.15461  -1.97674  1.57126
C  -4.67999  -3.96475  2.99491
H  -3.00597  -2.92634  4.61297
H  -3.87876  -0.92922  1.66243
H  -5.21958  -1.92365  1.32094
H  -3.62061  -2.40682  0.72211
H  -4.53109  -4.32074  4.00959
H  -5.74939  -3.95484  2.78833
H  -4.20877  -4.62737  2.26415
C  -3.20338  4.89874  4.77104
O  -2.81670  4.15935  5.65491
N  -3.35724  4.52061  3.48042
C  -3.98258  5.43659  2.52731
C  -2.87539  3.25815  2.97621
H  -3.33527  5.97564  4.95687
H  -4.17449  6.41276  2.96525
H  -4.88682  4.89492  2.23778
H  -3.34231  5.63221  1.66405
H  -3.39182  3.01071  2.04630
H  -1.81175  3.28476  2.72048
H  -3.03045  2.44620  3.68355
C  0.94543  3.76490  0.20954
O  0.16038  2.86521  -0.04962
N  0.56418  5.01150  0.51515
C  1.58600  5.98868  0.81055
C  -0.80623  5.44478  0.35935
H  2.02584  3.58514  0.22063
H  2.58768  5.62625  1.03564
H  1.40898  6.70989  1.61424
H  1.71022  6.66442  -0.04743
H  -1.40345  4.53793  0.39764
H  -1.06799  6.14071  1.15683
H  -0.96599  6.00642  -0.56552

---

Energy ordering: A at the bottom, the next structure 0.278 eV above.

---

A | 2 unconnected molecules or ions with the total composition C3H2N4O, computed with wB97M-V/def2-TZVPD.

Computed properties:
LUMO (alpha / beta)	-0.027 / -0.027	Ha
net charge	0
frontier orbital gap (alpha / beta)	8.5952 / 8.5957	eV

Cartesian coordinates (Å):
C  0.17079  1.15838  0.34961
C  -0.17980  -0.21102  0.45016
C  -1.30958  -1.03034  0.28587
N  2.68465  -1.50131  -0.04987
N  0.07050  -1.43862  -0.30398
N  -0.97869  -2.25379  0.13436
N  3.66025  -1.48941  -0.57710
O  1.19618  1.63765  -0.10039
H  -0.66467  1.72069  0.58671
H  0.13615  -1.55464  -1.31685

---

B | A molecular structure, C3H2N4O, computed with wB97M-V/def2-TZVPD.

Computed properties:
LUMO (alpha / beta)	-0.060 / -0.055	Ha
net charge	0
frontier orbital gap (alpha / beta)	7.3684 / 7.8911	eV

Cartesian coordinates (Å):
C  -1.44270  0.77125  0.04888
C  0.32297  -0.42048  -0.54490
C  0.61777  1.36264  0.22566
N  -1.08886  -0.29759  -0.51177
N  -0.54685  1.55109  0.71583
N  1.14559  0.75501  -0.71996
N  0.94119  -1.37385  0.12474
O  2.08808  -1.08278  0.56807
H  -2.45557  0.92954  0.02791
H  0.41839  -2.19482  0.06554

---

C | C3H2N4O in the gas phase, computed with wB97M-V/def2-TZVPD.

Computed properties:
LUMO	-0.101	Ha
net charge	0
frontier orbital gap	8.0238	eV

Cartesian coordinates (Å):
C  -1.18509  -0.54455  -0.05855
C  0.93508  -0.95737  -0.26102
C  0.39733  1.15407  0.29925
H  1.87213  -1.56535  -0.41729
H  0.80401  2.02242  0.64632
N  -0.22947  -1.45934  -0.78737
N  1.17869  0.05297  0.66962
N  -0.51858  1.40213  -0.49847
N  -1.52105  0.58898  -0.70772
O  -1.73304  -0.69397  1.11522

---

Energy ordering: C at the bottom, the next structure 0.581 eV above.

---

A | C3H2N4O in the gas phase, computed with wB97M-V/def2-TZVPD.

Computed properties:
LUMO	-0.068	Ha
net charge	0
frontier orbital gap	8.5597	eV

Cartesian coordinates (Å):
C  -0.20595  -0.00376  1.03148
C  0.19995  -0.79478  -1.31371
C  0.84077  0.39627  -1.32201
H  0.55886  -1.56597  -2.00120
H  1.36175  0.32612  -2.22837
N  -1.18479  -0.84607  0.55973
N  -0.91823  -1.21735  -0.67314
N  0.40526  1.61055  -0.58964
N  -0.06836  1.27924  0.56164
O  0.67920  -0.26639  1.85561

---

B | C3H2N4O in the gas phase, computed with wB97M-V/def2-TZVPD.

Computed properties:
LUMO	-0.057	Ha
net charge	0
frontier orbital gap	8.4687	eV

Cartesian coordinates (Å):
C  0.92866  0.77523  0.59370
C  -1.23089  -0.01809  0.75202
C  0.32925  -0.85769  -0.88902
H  -2.20046  -0.13604  1.02118
H  0.47353  -1.75324  -1.46444
N  -0.32626  0.75476  1.17101
N  -0.93623  -1.01886  -0.17123
N  0.37344  0.40372  -1.35588
N  0.68834  1.46775  -0.73368
O  1.90063  0.38244  1.07635

---

Energy ordering: B at the bottom, the next structure 0.410 eV above.

---

A | A molecular structure, C6H12S2, computed with wB97M-V/def2-TZVPD.

Computed properties:
LUMO	0.032	Ha
net charge	0
frontier orbital gap	9.0362	eV

Cartesian coordinates (Å):
C  -0.35490  0.48843  3.14292
C  0.16294  1.38620  0.84616
C  0.16943  -0.18495  -1.72804
C  -0.55978  -0.99484  -2.38551
C  -1.05654  -2.33434  -1.80438
C  -1.12799  -0.50286  -3.68110
H  -0.39370  -0.56976  2.92045
H  -1.16358  1.03812  2.66933
H  -0.63356  0.60388  4.35707
H  0.55094  2.26733  0.13269
H  -0.81073  1.64507  0.70242
H  0.43775  0.84721  -2.15640
H  -0.83045  -3.20546  -2.41471
H  -0.93938  -2.49225  -0.67055
H  -2.19993  -2.25202  -1.79812
H  -0.98221  -1.39582  -4.40293
H  -2.26067  -0.19270  -3.34647
H  -0.61752  0.39167  -4.10696
S  1.02522  1.24404  2.45972
S  0.62753  -0.23349  0.15114

---

B | C6H12S2 in the gas phase, computed with wB97M-V/def2-TZVPD.

Computed properties:
LUMO	-0.008	Ha
net charge	0
frontier orbital gap	8.4257	eV

Cartesian coordinates (Å):
C  -1.49214  0.44346  -0.28507
C  -0.12982  0.26529  -0.84635
C  -0.16281  -0.23341  -2.27614
C  0.75512  -0.65831  0.02015
C  1.45282  0.11281  1.14485
C  0.55384  0.67063  2.19955
H  -1.98215  -0.55767  -0.37624
H  -2.05072  1.13555  -0.92606
H  -1.47237  0.68560  0.77591
H  0.36320  1.28161  -0.90950
H  -0.45565  -1.27062  -2.47734
H  0.91221  -0.23850  -2.62299
H  -0.75127  0.37851  -2.94481
H  1.56951  -1.08528  -0.56920
H  -0.99025  -1.65576  1.32031
H  -0.35679  0.04500  2.40067
H  0.14054  1.60863  1.79363
H  1.12152  0.90939  3.07052
S  -0.08161  -2.19541  0.51835
S  3.05683  0.35849  0.98976

---

Energy ordering: B at the bottom, the next structure 2.600 eV above.